[1]
Computed, not measured: a single C3H5NS2 molecule at a distorted geometry, with ωB97M-V with the def2-TZVPD basis set.

## Properties
lowest unoccupied orbital energy (spin up / spin down) = -0.166 / -0.870 eV
HOMO level (spin up / spin down) = -7.89 / -8.00 eV
charge = 0
max |F| = 3.4 eV/A

Last columns: bonded neighbours and bond lengths (Å).
Cartesian coordinates (Å):
1 C 1.2885 -0.0134 1.0780  C2 1.441, N4 1.228, H7 1.019
2 C 0.8339 1.2984 0.6937  C1 1.441, S5 1.755, H8 1.098
3 C -1.5869 -0.8097 -0.7464  S6 1.813, H9 1.178, H10 1.124, H11 1.163
4 N 1.1627 -1.0831 0.4885  C1 1.228
5 S 0.7561 1.5192 -1.0459  C2 1.755, S6 2.076
6 S -0.0393 -0.3286 -1.5595  C3 1.813, S5 2.076
7 H 2.0455 0.0140 1.7602  C1 1.019
8 H 1.1605 2.2243 1.1844  C2 1.098
9 H -2.0977 -1.5178 -1.5366  C3 1.178
10 H -2.0646 0.1800 -0.5100  C3 1.124
11 H -1.4588 -1.4833 0.1936  C3 1.163


[2]
Computed, not measured: a single C24H29N3O molecule, with ωB97M-V with the def2-TZVPD basis set.

## Properties
SMILES string = CN(C)c1ccc([C@@H](CNC(=O)Cc2cccc3ccccc23)N(C)C)cc1
lowest unoccupied orbital energy = 0.483 eV
HOMO level = -7.49 eV
charge = 0
max |F| = 0.5 eV/A

Last columns: bonded neighbours and bond lengths (Å).
Cartesian coordinates (Å):
1 C -7.1433 -0.6616 -0.4062  N2 1.443, H29 1.092, H30 1.097, H31 1.088
2 N -6.3277 0.3282 0.2556  C1 1.443, C3 1.443, C4 1.378
3 C -6.9185 1.6225 0.4964  N2 1.443, H32 1.088, H33 1.092, H34 1.097
4 C -4.9559 0.2060 0.2219  N2 1.378, C5 1.401, C28 1.402
5 C -4.3361 -0.9775 -0.1989  C4 1.401, C6 1.381, H35 1.077
6 C -2.9620 -1.1150 -0.1861  C5 1.381, C7 1.388, H36 1.080
7 C -2.1353 -0.0860 0.2446  C6 1.388, C8 1.513, C27 1.389
8 C -0.6245 -0.1717 0.2463  C7 1.513, C9 1.546, N24 1.458, H37 1.100
9 C -0.1336 -1.6223 0.4615  C8 1.546, N10 1.444, H38 1.091, H39 1.096
10 N 1.2117 -1.6806 0.9828  C9 1.444, C11 1.347, H40 1.009
11 C 2.2188 -2.3409 0.3802  N10 1.347, O12 1.213, C13 1.532
12 O 2.0947 -2.9612 -0.6547  C11 1.213
13 C 3.5424 -2.2341 1.1435  C11 1.532, C14 1.502, H41 1.090, H42 1.092
14 C 3.9547 -0.7960 1.2754  C13 1.502, C15 1.373, C23 1.421
15 C 3.8271 -0.1549 2.4830  C14 1.373, C16 1.402, H43 1.082
16 C 4.1616 1.1979 2.6336  C15 1.402, C17 1.365, H44 1.080
17 C 4.6221 1.9119 1.5652  C16 1.365, C18 1.410, H45 1.080
18 C 4.7659 1.2990 0.3032  C17 1.410, C19 1.410, C23 1.421
19 C 5.2294 2.0262 -0.8130  C18 1.410, C20 1.366, H46 1.081
20 C 5.3512 1.4314 -2.0362  C19 1.366, C21 1.402, H47 1.080
21 C 5.0127 0.0800 -2.1948  C20 1.402, C22 1.367, H48 1.080
22 C 4.5634 -0.6547 -1.1327  C21 1.367, C23 1.412, H49 1.078
23 C 4.4276 -0.0725 0.1469  C14 1.421, C18 1.421, C22 1.412
24 N -0.1186 0.5125 -0.9372  C8 1.458, C25 1.446, C26 1.447
25 C 1.2898 0.8366 -0.8941  N24 1.446, H50 1.091, H51 1.089, H52 1.098
26 C -0.4681 -0.1035 -2.1986  N24 1.447, H53 1.090, H54 1.088, H55 1.100
27 C -2.7446 1.0950 0.6493  C7 1.389, C28 1.379, H56 1.080
28 C -4.1149 1.2461 0.6408  C4 1.402, C27 1.379, H57 1.077
29 H -7.0036 -1.6398 0.0586  C1 1.092
30 H -6.9113 -0.7450 -1.4751  C1 1.097
31 H -8.1920 -0.3922 -0.3032  C1 1.088
32 H -8.0024 1.5300 0.4916  C3 1.088
33 H -6.6210 1.9961 1.4781  C3 1.092
34 H -6.6308 2.3610 -0.2622  C3 1.097
35 H -4.9247 -1.8104 -0.5465  C5 1.077
36 H -2.5391 -2.0483 -0.5266  C6 1.080
37 H -0.2660 0.4200 1.1014  C8 1.100
38 H -0.1279 -2.1806 -0.4755  C9 1.091
39 H -0.8107 -2.1167 1.1679  C9 1.096
40 H 1.4087 -1.1454 1.8147  N10 1.009
41 H 4.2920 -2.8180 0.6093  C13 1.090
42 H 3.4028 -2.6749 2.1331  C13 1.092
43 H 3.4731 -0.7020 3.3473  C15 1.082
44 H 4.0504 1.6650 3.6014  C16 1.080
45 H 4.8807 2.9559 1.6686  C17 1.080
46 H 5.4844 3.0680 -0.6789  C19 1.081
47 H 5.7058 1.9954 -2.8867  C20 1.080
48 H 5.1069 -0.3798 -3.1676  C21 1.080
49 H 4.2931 -1.6879 -1.2822  C22 1.078
50 H 1.4944 1.5909 -1.6556  C25 1.091
51 H 1.5486 1.2551 0.0779  C25 1.089
52 H 1.9401 -0.0253 -1.0932  C25 1.098
53 H -0.2664 0.6136 -2.9948  C26 1.090
54 H -1.5301 -0.3383 -2.2051  C26 1.088
55 H 0.1086 -1.0162 -2.4091  C26 1.100
56 H -2.1272 1.9209 0.9714  C27 1.080
57 H -4.5261 2.1883 0.9633  C28 1.077


[3]
Computed, not measured: a single C6H9BS molecule at a distorted geometry, with ωB97M-V with the def2-TZVPD basis set.

## Properties
SMILES string = CSB1C=CC=CC1
lowest unoccupied orbital energy = 0.448 eV
HOMO level = -8.48 eV
charge = 0
max |F| = 3.6 eV/A

Last columns: bonded neighbours and bond lengths (Å).
Cartesian coordinates (Å):
1 C -1.9064 2.1555 -0.7101  S2 1.774, H9 1.102, H10 1.069, H11 1.016
2 S -0.1634 2.1718 -1.0400  C1 1.774, B3 1.773
3 B 0.2941 0.7308 -0.1139  S2 1.773, C4 1.681, C8 1.581
4 C 1.8654 0.2112 -0.4103  B3 1.681, C5 1.357, H12 1.120
5 C 2.1627 -1.0872 -0.1505  C4 1.357, C6 1.434, H13 1.068
6 C 1.2403 -1.9997 0.4611  C5 1.434, C7 1.313, H14 1.147
7 C -0.0067 -1.7275 0.7689  C6 1.313, C8 1.541, H15 1.119
8 C -0.6694 -0.3621 0.5009  B3 1.581, C7 1.541, H16 1.170, H17 1.115
9 H -2.2689 2.4048 0.3000  C1 1.102
10 H -2.2522 1.1556 -0.8655  C1 1.069
11 H -2.3884 2.7261 -1.3990  C1 1.016
12 H 2.6495 0.9111 -0.7975  C4 1.120
13 H 3.1228 -1.5012 -0.3696  C5 1.068
14 H 1.5337 -3.0085 0.9225  C6 1.147
15 H -0.6110 -2.4717 1.3455  C7 1.119
16 H -0.9386 0.0507 1.5622  C8 1.170
17 H -1.6636 -0.3598 -0.0046  C8 1.115